(i)
Here is a 16-piece molecular cluster, C64H176N16O16 overall from the Open Molecules 2025 dataset. Energies are from the ωB97M-V functional and the def2-TZVPD basis.

Output
gap between HOMO and LUMO	0.332	hartree
charge	0

Cartesian coordinates (Å):
C -3.197 -1.925 8.410
C -4.200 -2.730 7.604
C -3.472 -3.422 6.369
O -2.849 -2.440 5.612
C -2.355 -2.922 4.351
N -4.958 -3.666 8.453
H -3.094 -0.928 7.983
H -2.238 -2.371 8.146
H -3.387 -1.962 9.483
H -4.938 -2.021 7.227
H -4.152 -4.095 5.848
H -2.671 -4.090 6.687
H -3.254 -2.746 3.760
H -2.003 -3.953 4.390
H -1.713 -2.237 3.799
H -5.743 -3.207 8.893
H -5.340 -4.301 7.766
C 0.062 0.736 1.915
C -0.440 0.610 0.479
C 0.592 1.102 -0.428
O 0.221 0.892 -1.777
C 1.230 1.214 -2.725
N -0.563 -0.797 0.331
H -0.558 0.246 2.665
H -0.113 1.777 2.190
H 1.061 0.303 1.962
H -1.319 1.214 0.256
H 1.433 0.427 -0.265
H 0.997 2.114 -0.401
H 0.875 1.077 -3.746
H 2.042 0.491 -2.637
H 1.676 2.201 -2.607
H -1.069 -0.920 -0.534
H 0.290 -1.287 0.104
C 2.417 3.150 -10.699
C 1.454 3.293 -9.475
C 0.929 2.042 -8.686
O 0.140 2.311 -7.469
C -0.254 1.188 -6.772
N 2.128 4.151 -8.541
H 2.950 4.050 -11.004
H 1.851 2.799 -11.562
H 3.179 2.379 -10.578
H 0.517 3.790 -9.726
H 1.856 1.514 -8.461
H 0.416 1.342 -9.345
H -0.833 0.512 -7.401
H -1.010 1.406 -6.018
H 0.599 0.716 -6.284
H 3.111 3.917 -8.536
H 1.734 3.953 -7.632
C 4.102 -1.177 4.337
C 4.577 -0.109 3.388
C 4.288 1.375 3.790
O 2.861 1.538 3.823
C 2.499 2.969 3.917
N 6.005 -0.292 3.284
H 3.024 -1.149 4.497
H 4.549 -1.022 5.319
H 4.271 -2.152 3.880
H 4.012 -0.330 2.481
H 4.612 2.087 3.031
H 4.761 1.740 4.702
H 2.834 3.331 2.944
H 3.051 3.497 4.695
H 1.418 3.039 4.035
H 6.205 -1.257 3.061
H 6.286 -0.317 4.254
C -4.712 -1.730 -0.198
C -5.578 -2.000 -1.420
C -5.490 -3.438 -2.004
O -6.354 -3.590 -3.121
C -6.593 -4.945 -3.401
N -6.932 -1.727 -0.997
H -5.150 -2.268 0.643
H -4.456 -0.723 0.132
H -3.748 -2.175 -0.444
H -5.223 -1.394 -2.254
H -5.854 -4.117 -1.232
H -4.515 -3.681 -2.425
H -6.868 -5.642 -2.609
H -5.700 -5.394 -3.835
H -7.381 -4.977 -4.153
H -7.300 -0.791 -1.094
H -7.552 -2.159 -1.668
C 5.106 -4.354 7.691
C 3.956 -4.011 6.772
C 2.858 -5.029 6.391
O 2.313 -4.472 5.159
C 0.887 -4.686 4.998
N 3.421 -2.764 7.216
H 6.048 -4.723 7.286
H 4.830 -5.014 8.514
H 5.358 -3.480 8.291
H 4.620 -3.785 5.938
H 2.062 -5.123 7.130
H 3.181 -6.036 6.126
H 0.269 -4.080 5.661
H 0.498 -5.704 5.006
H 0.596 -4.222 4.056
H 2.765 -2.832 7.981
H 2.873 -2.401 6.449
C -2.288 -5.789 -1.398
C -1.366 -5.042 -0.405
C -0.335 -4.208 -1.239
O 0.628 -3.421 -0.427
C 1.708 -4.104 0.140
N -2.137 -4.232 0.513
H -3.159 -6.215 -0.901
H -1.741 -6.555 -1.948
H -2.739 -5.123 -2.133
H -0.824 -5.749 0.223
H -0.837 -3.705 -2.065
H 0.243 -5.006 -1.704
H 1.047 -4.626 0.832
H 2.517 -3.518 0.577
H 2.024 -5.009 -0.379
H -1.517 -3.571 0.959
H -2.883 -3.705 0.083
C 2.094 -1.219 9.848
C 0.918 -0.457 9.187
C 0.761 -0.869 7.656
O -0.404 -0.337 7.061
C -0.198 0.983 6.520
N -0.207 -0.984 9.863
H 2.058 -2.282 9.609
H 2.045 -1.014 10.918
H 3.001 -0.734 9.488
H 1.013 0.616 9.353
H 0.595 -1.945 7.715
H 1.583 -0.700 6.961
H 0.065 1.711 7.288
H -1.013 1.431 5.950
H 0.695 0.902 5.901
H -1.072 -0.847 9.360
H -0.232 -1.994 9.871
C -6.493 2.630 6.392
C -5.095 2.405 6.863
C -3.984 3.305 6.112
O -4.152 3.262 4.730
C -3.521 2.168 4.110
N -5.065 2.519 8.306
H -6.902 3.640 6.372
H -7.222 1.895 6.732
H -6.429 2.428 5.323
H -4.878 1.353 6.672
H -2.970 2.999 6.368
H -4.089 4.341 6.432
H -3.915 1.203 4.429
H -2.442 2.230 4.253
H -3.597 2.214 3.023
H -4.122 2.745 8.589
H -5.491 3.417 8.484
C 7.049 5.397 -3.972
C 6.053 5.582 -2.801
C 4.903 4.454 -2.756
O 3.843 4.839 -1.954
C 2.964 5.774 -2.406
N 6.921 5.634 -1.597
H 7.578 4.469 -3.753
H 7.794 6.172 -4.151
H 6.534 5.282 -4.926
H 5.634 6.582 -2.910
H 5.325 3.547 -2.321
H 4.583 4.266 -3.781
H 2.602 5.648 -3.426
H 3.481 6.732 -2.352
H 2.147 5.824 -1.686
H 6.224 5.573 -0.868
H 7.546 4.844 -1.522
C 1.898 -1.994 -5.048
C 1.132 -2.850 -6.139
C -0.292 -2.626 -6.240
O -0.829 -2.941 -4.938
C -2.199 -2.787 -4.695
N 1.779 -2.653 -7.488
H 2.967 -2.080 -5.241
H 1.723 -2.370 -4.040
H 1.549 -0.980 -5.246
H 1.217 -3.882 -5.798
H -0.705 -3.219 -7.055
H -0.440 -1.575 -6.491
H -2.374 -1.761 -4.372
H -2.691 -3.462 -3.996
H -2.802 -2.925 -5.593
H 1.388 -3.436 -7.993
H 2.732 -2.887 -7.250
C -1.140 4.660 2.612
C -0.645 5.005 1.131
C -1.135 6.371 0.634
O -0.709 6.641 -0.746
C -1.348 5.833 -1.656
N 0.754 4.815 1.025
H -0.616 3.809 3.048
H -2.190 4.372 2.568
H -0.953 5.554 3.206
H -1.044 4.284 0.418
H -0.796 7.205 1.247
H -2.188 6.546 0.855
H -2.423 6.004 -1.699
H -1.128 4.765 -1.642
H -0.900 6.239 -2.563
H 0.943 3.836 1.185
H 1.090 5.050 0.102
C 6.726 -3.850 1.379
C 6.929 -2.771 0.395
C 5.617 -2.123 0.098
O 5.672 -1.523 -1.237
C 4.621 -1.974 -2.086
N 7.807 -1.749 1.046
H 7.623 -4.470 1.394
H 5.960 -4.582 1.121
H 6.470 -3.447 2.358
H 7.404 -3.280 -0.444
H 5.431 -1.367 0.861
H 4.716 -2.720 0.238
H 4.514 -1.509 -3.066
H 3.682 -1.651 -1.635
H 4.562 -3.055 -2.216
H 7.294 -1.127 1.654
H 8.115 -1.226 0.239
C -4.856 6.275 -5.223
C -4.239 4.838 -5.159
C -4.994 3.870 -6.095
O -4.186 2.823 -6.569
C -4.813 2.009 -7.576
N -2.808 4.969 -5.531
H -4.660 6.882 -6.107
H -4.217 6.801 -4.513
H -5.892 6.242 -4.886
H -4.327 4.447 -4.145
H -5.270 4.426 -6.991
H -5.909 3.409 -5.724
H -5.288 2.652 -8.317
H -5.596 1.369 -7.170
H -4.146 1.365 -8.149
H -2.716 5.364 -6.456
H -2.622 3.983 -5.647
C -6.932 -0.306 4.678
C -6.897 -0.592 3.183
C -8.168 -1.230 2.569
O -8.496 -2.498 2.997
C -7.709 -3.555 2.391
N -6.368 0.581 2.497
H -6.013 0.249 4.867
H -6.951 -1.242 5.235
H -7.783 0.249 5.073
H -6.175 -1.394 3.029
H -8.078 -1.157 1.485
H -8.891 -0.463 2.848
H -7.769 -3.754 1.321
H -8.235 -4.418 2.800
H -6.655 -3.627 2.657
H -5.364 0.567 2.608
H -6.632 0.375 1.544
C 8.056 -0.258 -10.636
C 6.817 0.560 -10.130
C 5.987 -0.088 -9.026
O 5.188 0.807 -8.215
C 4.148 0.181 -7.478
N 7.445 1.777 -9.622
H 8.601 0.233 -11.442
H 7.763 -1.188 -11.123
H 8.678 -0.521 -9.780
H 6.175 0.817 -10.972
H 6.572 -0.761 -8.399
H 5.374 -0.705 -9.683
H 3.524 0.868 -6.906
H 4.491 -0.450 -6.658
H 3.346 -0.332 -8.009
H 7.487 1.649 -8.621
H 6.755 2.509 -9.714



(ii)
Here is a 16-piece molecular cluster, C64H176N16O16 overall from the Open Molecules 2025 dataset. Energies are from the ωB97M-V functional and the def2-TZVPD basis.

Output
gap between HOMO and LUMO	0.319	hartree
charge	0

Cartesian coordinates (Å):
C -6.113 -6.679 -0.470
C -4.639 -6.339 -0.894
C -4.267 -5.025 -0.152
O -4.238 -5.211 1.246
C -3.921 -4.111 2.055
N -3.806 -7.308 -0.289
H -6.931 -6.032 -0.788
H -6.369 -7.252 0.421
H -6.256 -7.531 -1.135
H -4.371 -6.348 -1.950
H -5.115 -4.360 -0.316
H -3.413 -4.568 -0.651
H -4.678 -3.354 2.260
H -3.027 -3.590 1.714
H -3.585 -4.416 3.047
H -2.872 -7.130 -0.631
H -3.796 -7.108 0.701
C -0.511 -4.366 0.306
C 0.711 -5.194 -0.151
C 0.528 -6.807 0.002
O -0.458 -7.293 -0.828
C -0.335 -8.721 -1.174
N 1.055 -4.822 -1.508
H -1.074 -4.695 1.180
H -1.210 -4.328 -0.530
H -0.329 -3.304 0.466
H 1.575 -4.862 0.424
H 0.245 -7.218 0.971
H 1.504 -7.200 -0.285
H 0.495 -9.022 -1.813
H -1.243 -9.059 -1.673
H -0.351 -9.345 -0.280
H 1.098 -5.552 -2.205
H 0.540 -4.074 -1.949
C -8.994 5.875 -6.250
C -8.319 5.023 -5.183
C -6.783 5.229 -5.274
O -6.199 4.562 -4.116
C -4.844 4.125 -4.178
N -8.891 5.336 -3.884
H -8.493 5.582 -7.173
H -8.897 6.924 -5.972
H -10.065 5.699 -6.355
H -8.374 3.936 -5.249
H -6.498 6.270 -5.428
H -6.374 4.785 -6.182
H -4.690 3.271 -4.838
H -4.650 3.758 -3.171
H -4.074 4.855 -4.426
H -8.237 4.927 -3.231
H -9.766 4.908 -3.619
C 6.755 -4.426 5.260
C 7.582 -3.152 5.346
C 6.955 -1.764 5.838
O 5.918 -2.010 6.844
C 5.291 -0.864 7.309
N 8.846 -3.385 6.163
H 7.319 -5.321 4.996
H 5.985 -4.317 4.496
H 6.285 -4.652 6.217
H 8.015 -2.975 4.362
H 6.527 -1.371 4.916
H 7.635 -0.949 6.085
H 5.923 -0.188 7.885
H 4.504 -1.137 8.012
H 4.778 -0.297 6.533
H 9.207 -4.329 6.150
H 8.550 -3.386 7.129
C -4.053 -0.816 4.544
C -5.518 -0.924 4.206
C -6.426 -0.646 5.423
O -7.776 -0.962 5.133
C -8.638 -0.928 6.268
N -5.880 -0.103 3.087
H -3.886 0.170 4.978
H -3.373 -0.934 3.700
H -3.885 -1.534 5.346
H -5.776 -1.953 3.955
H -6.414 0.426 5.622
H -6.038 -1.103 6.333
H -8.696 0.104 6.615
H -8.243 -1.409 7.163
H -9.680 -1.204 6.104
H -6.808 -0.279 2.729
H -5.364 -0.262 2.234
C 8.324 -3.627 -1.598
C 7.781 -4.994 -1.506
C 6.197 -5.032 -1.597
O 5.603 -4.125 -0.689
C 4.255 -4.311 -0.607
N 8.373 -5.726 -2.726
H 9.396 -3.428 -1.570
H 7.908 -3.019 -0.795
H 7.865 -3.178 -2.479
H 8.238 -5.529 -0.673
H 6.000 -6.078 -1.364
H 5.796 -4.775 -2.578
H 4.132 -5.123 0.111
H 3.868 -4.528 -1.603
H 3.826 -3.451 -0.094
H 7.926 -6.617 -2.893
H 7.828 -5.320 -3.473
C -1.493 7.840 -0.870
C -0.345 7.952 0.150
C -0.881 8.603 1.464
O -1.275 10.020 1.382
C -0.231 10.936 1.354
N 0.205 6.607 0.443
H -2.394 7.336 -0.523
H -1.128 7.485 -1.834
H -1.976 8.799 -1.059
H 0.392 8.561 -0.373
H -0.257 8.441 2.343
H -1.863 8.203 1.719
H -0.795 11.866 1.427
H 0.342 10.825 0.433
H 0.370 10.987 2.261
H 0.482 6.180 -0.429
H -0.646 6.118 0.684
C -1.090 2.331 -0.339
C -0.846 0.847 -0.225
C 0.666 0.578 0.226
O 0.933 -0.638 0.980
C 2.215 -0.744 1.558
N -1.810 0.250 0.761
H -0.386 2.713 -1.078
H -0.768 2.749 0.615
H -2.007 2.636 -0.844
H -1.014 0.324 -1.166
H 0.786 1.390 0.943
H 1.362 0.702 -0.604
H 3.085 -0.884 0.917
H 2.313 -1.538 2.298
H 2.417 0.103 2.214
H -1.734 -0.758 0.766
H -1.592 0.436 1.729
C 4.434 -6.863 2.817
C 5.845 -7.160 2.349
C 6.737 -7.934 3.261
O 8.038 -8.131 2.699
C 8.985 -7.061 2.751
N 5.672 -7.840 1.084
H 4.022 -6.120 2.133
H 4.451 -6.420 3.813
H 3.817 -7.760 2.854
H 6.282 -6.177 2.172
H 6.267 -8.916 3.308
H 6.737 -7.321 4.163
H 9.566 -7.165 1.834
H 9.691 -7.013 3.579
H 8.496 -6.092 2.648
H 6.428 -8.399 0.716
H 5.588 -7.019 0.501
C -0.232 0.821 -5.519
C -0.012 2.347 -5.927
C -1.279 2.812 -6.760
O -1.057 4.257 -6.765
C -2.160 5.043 -7.352
N 0.099 2.965 -4.578
H -0.063 0.201 -6.399
H -1.184 0.672 -5.008
H 0.427 0.501 -4.712
H 0.922 2.554 -6.450
H -2.220 2.615 -6.246
H -1.245 2.492 -7.802
H -2.307 4.620 -8.346
H -1.808 6.047 -7.591
H -3.112 5.120 -6.828
H 0.087 3.975 -4.568
H -0.888 2.963 -4.363
C 4.113 2.558 -3.590
C 4.926 2.499 -2.312
C 4.039 2.512 -1.006
O 3.126 3.688 -1.066
C 2.772 4.269 0.089
N 5.830 1.365 -2.395
H 4.773 2.855 -4.406
H 3.398 3.371 -3.466
H 3.686 1.621 -3.949
H 5.674 3.292 -2.277
H 4.725 2.628 -0.167
H 3.482 1.581 -0.901
H 2.123 5.109 -0.158
H 3.570 4.723 0.677
H 2.174 3.491 0.562
H 5.263 0.737 -2.947
H 6.073 0.844 -1.565
C -5.681 1.168 -0.510
C -5.409 -0.353 -0.818
C -4.551 -0.644 -1.983
O -4.048 -2.055 -2.229
C -3.109 -1.976 -3.263
N -4.725 -0.862 0.411
H -6.127 1.682 -1.361
H -4.832 1.813 -0.283
H -6.293 1.238 0.390
H -6.320 -0.947 -0.740
H -3.766 0.112 -1.967
H -5.018 -0.372 -2.930
H -2.400 -1.351 -2.722
H -3.609 -1.661 -4.179
H -2.753 -2.996 -3.411
H -4.740 -1.869 0.333
H -3.746 -0.674 0.246
C 2.979 -0.966 -2.255
C 3.544 -1.757 -3.526
C 2.482 -2.146 -4.554
O 3.131 -2.773 -5.612
C 2.265 -2.857 -6.698
N 4.515 -0.885 -4.106
H 3.795 -0.875 -1.538
H 2.123 -1.573 -1.959
H 2.679 0.014 -2.624
H 4.049 -2.623 -3.098
H 1.925 -1.255 -4.844
H 1.835 -2.864 -4.050
H 2.660 -3.488 -7.495
H 1.988 -1.858 -7.035
H 1.274 -3.259 -6.489
H 4.045 -0.021 -4.335
H 4.769 -1.249 -5.013
C -5.008 5.112 -0.117
C -5.606 6.423 -0.767
C -5.479 7.566 0.218
O -6.278 7.335 1.401
C -5.897 8.065 2.510
N -4.871 6.737 -2.031
H -5.241 4.986 0.941
H -3.919 5.088 -0.119
H -5.468 4.222 -0.545
H -6.669 6.317 -0.983
H -5.730 8.548 -0.184
H -4.427 7.501 0.494
H -6.501 7.849 3.391
H -6.043 9.112 2.246
H -4.857 7.937 2.811
H -5.226 6.214 -2.819
H -5.167 7.670 -2.279
C 6.235 -0.480 2.236
C 7.325 -0.445 1.176
C 8.591 -1.229 1.438
O 9.274 -0.726 2.635
C 10.264 -1.654 3.144
N 6.620 -0.653 -0.056
H 6.550 0.238 2.993
H 6.182 -1.422 2.782
H 5.252 -0.040 2.067
H 7.655 0.593 1.133
H 9.220 -1.007 0.576
H 8.275 -2.272 1.428
H 9.890 -2.663 3.316
H 10.869 -1.382 4.008
H 10.870 -1.839 2.257
H 6.040 -1.479 -0.012
H 7.199 -0.699 -0.882
C -6.322 4.907 5.399
C -6.698 4.188 4.070
C -5.594 3.310 3.536
O -4.239 3.886 3.441
C -3.398 3.007 2.693
N -7.794 3.262 4.540
H -5.646 5.668 5.010
H -5.872 4.261 6.153
H -7.128 5.563 5.728
H -7.116 4.917 3.376
H -5.965 2.897 2.598
H -5.391 2.445 4.167
H -2.353 3.277 2.542
H -3.913 2.888 1.740
H -3.318 2.038 3.186
H -8.184 3.609 5.405
H -7.364 2.423 4.903



So which one is most stable? That would be (i), about 27.7 kJ/mol below the next structure.